Version one
A single C4H8OS3 molecule, computed with the ωB97M-V functional and the def2-TZVPD basis.

Output
- Molar mass: 168.3 g/mol
- Kohn-Sham gap: 0.2972 Ha
- Highest occupied orbital energy: -8.777 eV

Each line ends with the natural charge from an NBO analysis.
Positions of all 16 atoms, in Å:
C (2.41, 1.17, 0.09)  -0.751
C (0.26, -0.01, 1.57)  -0.544
C (-0.82, 0.22, -0.92)  -0.541
C (-1.44, -1.20, -0.74)  -0.073
H (3.48, 1.11, 0.00)  0.237
H (1.94, 1.09, -0.88)  0.219
H (2.19, 2.15, 0.54)  0.237
H (0.18, 0.16, -1.37)  0.212
H (-1.48, 0.81, -1.58)  0.237
H (-0.71, -1.81, -0.21)  0.165
H (-1.60, -1.67, -1.73)  0.188
H (-2.57, -0.88, 0.75)  0.477
O (-2.69, -1.18, -0.15)  -0.706
S (1.98, -0.21, 1.20)  0.341
S (-0.37, -0.90, 2.77)  0.065
S (-0.75, 1.16, 0.66)  0.237

=====

Version two
2 unconnected molecules or ions with the total composition C4H8OS3, computed with the ωB97M-V functional and the def2-TZVPD basis.

Output
- Molar mass: 168.3 g/mol
- Kohn-Sham gap: 0.3385 Ha
- Highest occupied orbital energy: -8.973 eV
- SMILES: O=C(S)S.C=CCS

Each line ends with the natural charge from an NBO analysis.
Positions of all 16 atoms, in Å:
O (-1.09, -0.86, 1.52)  -0.548
C (-1.89, -0.50, 0.71)  0.245
S (-2.17, 1.25, 0.46)  0.034
S (-2.78, -1.72, -0.24)  0.046
H (-3.10, 1.18, -0.49)  0.119
H (-3.53, -0.89, -0.99)  0.121
C (0.08, -0.16, -0.55)  -0.395
C (1.00, 0.77, -0.37)  -0.217
C (2.44, 0.57, -0.01)  -0.550
S (2.98, -1.13, 0.32)  -0.040
H (0.31, -1.22, -0.46)  0.212
H (-0.94, 0.10, -0.82)  0.190
H (0.72, 1.82, -0.49)  0.200
H (2.70, 1.20, 0.85)  0.222
H (3.08, 0.91, -0.83)  0.232
H (2.19, -1.34, 1.38)  0.128

=====

Computed energies relative to the best structure, in hartree: version one 0.0000; version two 0.0516

=====

Version one
A single C3H6 molecule, computed with the ωB97M-V functional and the def2-TZVPD basis.

Output
- Molar mass: 42.1 g/mol
- Kohn-Sham gap: 0.3916 Ha
- Highest occupied orbital energy: -9.318 eV
- SMILES: C=CC

Each line ends with the natural charge from an NBO analysis.
Positions of all 9 atoms, in Å:
C (-0.30, -1.20, -0.52)  -0.402
C (-0.35, 0.20, -0.51)  -0.187
C (0.32, 0.80, 0.69)  -0.662
H (-0.81, -1.70, -1.38)  0.185
H (0.28, -1.96, 0.13)  0.206
H (-0.71, 0.74, -1.37)  0.212
H (-0.22, 0.82, 1.61)  0.222
H (0.42, 1.85, 0.51)  0.208
H (1.35, 0.44, 0.84)  0.219

=====

Version two
A single C3H6 molecule, computed with the ωB97M-V functional and the def2-TZVPD basis.

Output
- Molar mass: 42.1 g/mol
- Kohn-Sham gap: 0.4416 Ha
- Highest occupied orbital energy: -10.583 eV
- SMILES: C1CC1

Each line ends with the natural charge from an NBO analysis.
Positions of all 9 atoms, in Å:
C (-0.29, 0.82, 0.00)  -0.425
C (-0.56, -0.65, -0.01)  -0.425
C (0.88, -0.17, -0.01)  -0.425
H (-0.43, 1.40, 0.92)  0.214
H (-0.50, 1.39, -0.93)  0.212
H (-1.01, -1.11, -0.88)  0.213
H (-0.99, -1.13, 0.91)  0.210
H (1.44, -0.28, 0.92)  0.212
H (1.48, -0.27, -0.91)  0.213

=====

Computed energies relative to the best structure, in hartree: version one 0.0134; version two 0.0000

=====

Version one
2 unconnected molecules or ions with the total composition C17H15NO3, computed with the ωB97M-V functional and the def2-TZVPD basis.

Output
- Molar mass: 281.3 g/mol
- Kohn-Sham gap: 0.2929 Ha
- Highest occupied orbital energy: -8.932 eV
- SMILES: O=C1C(=Cc2ccccc2)C(=O)c2ccccc21.CNO

Each line ends with the natural charge from an NBO analysis.
Positions of all 36 atoms, in Å:
O (1.81, 2.54, -0.52)  -0.527
C (1.72, 1.32, -0.67)  0.552
C (0.46, 0.50, -0.68)  -0.289
C (-0.79, 1.06, -0.66)  -0.006
C (-2.05, 0.37, -0.74)  -0.134
C (-2.31, -0.80, 0.01)  -0.067
C (-3.52, -1.48, -0.11)  -0.242
C (-4.49, -1.02, -1.00)  -0.184
C (-4.26, 0.11, -1.77)  -0.226
C (-3.06, 0.80, -1.64)  -0.160
C (0.82, -0.91, -1.00)  0.517
O (0.08, -1.87, -1.19)  -0.523
C (2.32, -0.94, -1.06)  -0.043
C (3.15, -2.03, -1.24)  -0.201
C (4.53, -1.83, -1.25)  -0.186
C (5.06, -0.53, -1.08)  -0.188
C (4.22, 0.57, -0.91)  -0.176
C (2.84, 0.36, -0.90)  -0.130
H (-0.82, 2.14, -0.75)  0.230
H (-1.53, -1.14, 0.69)  0.198
H (-3.69, -2.38, 0.48)  0.220
H (-5.43, -1.56, -1.10)  0.215
H (-5.01, 0.46, -2.48)  0.219
H (-2.87, 1.70, -2.24)  0.212
H (2.71, -3.02, -1.37)  0.236
H (5.20, -2.68, -1.37)  0.222
H (6.15, -0.40, -1.08)  0.222
H (4.62, 1.58, -0.79)  0.236
C (0.03, 1.42, 3.57)  -0.439
N (-0.99, 0.46, 3.14)  -0.337
O (-2.16, 1.26, 2.89)  -0.608
H (0.93, 0.92, 3.91)  0.200
H (0.30, 2.14, 2.79)  0.184
H (-0.37, 1.95, 4.45)  0.204
H (-0.76, 0.08, 2.23)  0.330
H (-2.84, 0.86, 3.46)  0.469

=====

Version two
A single C17H15NO3 molecule, computed with the ωB97M-V functional and the def2-TZVPD basis.

Output
- Molar mass: 281.3 g/mol
- Kohn-Sham gap: 0.2773 Ha
- Highest occupied orbital energy: -7.300 eV
- SMILES: C[N@H+](O)[C@@H](C1=C([O-])c2ccccc2C1=O)c1ccccc1

Each line ends with the natural charge from an NBO analysis.
Positions of all 36 atoms, in Å:
C (3.05, -0.65, 1.19)  -0.344
N (2.31, 0.23, -0.11)  -0.086
O (3.14, 1.40, -0.01)  -0.559
C (0.98, 0.55, -0.57)  -0.103
C (-0.02, -0.52, -0.23)  -0.442
C (-1.33, -0.45, 0.39)  0.525
O (-1.82, 0.50, 1.01)  -0.626
C (-1.92, -1.82, 0.25)  -0.100
C (-3.05, -2.36, 0.86)  -0.193
C (-3.23, -3.74, 0.83)  -0.207
C (-2.30, -4.58, 0.18)  -0.216
C (-1.21, -4.02, -0.47)  -0.201
C (-1.01, -2.64, -0.43)  -0.052
C (0.21, -1.87, -0.77)  0.503
O (1.23, -2.29, -1.34)  -0.686
C (0.53, 2.00, -0.45)  -0.076
C (0.26, 2.58, 0.78)  -0.187
C (-0.28, 3.87, 0.82)  -0.197
C (-0.43, 4.61, -0.35)  -0.199
C (-0.15, 4.02, -1.59)  -0.208
C (0.33, 2.72, -1.64)  -0.185
H (2.32, -1.30, 1.64)  0.240
H (3.85, -1.19, 0.67)  0.218
H (3.52, 0.11, 1.82)  0.230
H (2.77, -0.28, -0.89)  0.441
H (2.52, 2.13, 0.18)  0.500
H (1.11, 0.38, -1.65)  0.225
H (-3.76, -1.70, 1.36)  0.228
H (-4.08, -4.19, 1.34)  0.211
H (-2.44, -5.66, 0.19)  0.213
H (-0.48, -4.62, -1.01)  0.221
H (0.44, 2.03, 1.71)  0.229
H (-0.54, 4.33, 1.78)  0.221
H (-0.84, 5.63, -0.35)  0.222
H (-0.24, 4.56, -2.53)  0.220
H (0.56, 2.20, -2.59)  0.218

=====

Computed energies relative to the best structure, in hartree: version one 0.0000; version two 0.0657

=====

Version one
2 unconnected molecules or ions with the total composition C6H15N2, computed with the ωB97M-V functional and the def2-TZVPD basis.

Output
- Molar mass: 115.2 g/mol
- Kohn-Sham gap: 0.2026 Ha
- Highest occupied orbital energy: -13.086 eV
- Net charge: +1

Each line ends with the natural charge from an NBO analysis.
Positions of all 23 atoms, in Å:
C (-3.14, 0.29, 0.10)  -0.203
C (-2.00, -0.25, -0.76)  -0.556
C (-0.75, -0.43, 0.01)  0.304
C (0.26, 0.53, 0.00)  -0.107
N (1.33, 0.51, 0.73)  -0.066
C (2.50, 1.24, 0.24)  -0.282
C (3.64, 0.27, -0.10)  -0.603
N (-2.76, 1.54, 0.79)  -0.858
H (-4.10, 0.49, -0.34)  0.259
H (-3.26, -0.35, 0.97)  0.214
H (-1.75, 0.44, -1.58)  0.237
H (-2.34, -1.10, -1.41)  0.304
H (-0.70, -1.18, 0.80)  0.234
H (0.05, 1.43, -0.61)  0.197
H (0.84, -5.46, -0.01)  -0.003
H (2.22, 1.82, -0.63)  0.190
H (2.74, 1.99, 0.98)  0.259
H (4.21, 0.07, 0.80)  0.241
H (4.22, 0.64, -0.95)  0.252
H (3.28, -0.72, -0.39)  0.229
H (0.37, -5.64, -0.56)  0.004
H (-2.77, 2.45, 0.38)  0.393
H (-2.11, 1.41, 1.54)  0.363

=====

Version two
2 unconnected molecules or ions with the total composition C6H15N2, computed with the ωB97M-V functional and the def2-TZVPD basis.

Output
- Molar mass: 115.2 g/mol
- Kohn-Sham gap: 0.2007 Ha
- Highest occupied orbital energy: -13.401 eV
- Net charge: +1

Each line ends with the natural charge from an NBO analysis.
Positions of all 23 atoms, in Å:
C (0.23, -1.46, -0.40)  -0.246
N (1.44, -0.73, -0.71)  -0.539
C (2.38, -1.47, -1.56)  -0.424
C (-0.77, -0.50, 0.22)  -0.183
N (-0.66, 0.77, -0.32)  0.132
C (-1.34, 1.73, 0.42)  -0.330
C (-0.92, 1.31, 1.89)  -0.380
C (-0.34, -0.10, 1.70)  -0.342
H (0.43, -2.17, 0.41)  0.222
H (-0.10, -2.07, -1.25)  0.228
H (1.14, 0.07, -1.26)  0.374
H (1.92, -1.73, -2.51)  0.194
H (3.24, -0.84, -1.76)  0.228
H (2.71, -2.38, -1.06)  0.212
H (-1.78, -0.95, 0.22)  0.309
H (-1.34, 3.06, -4.45)  0.026
H (-1.71, 2.64, -3.94)  -0.026
H (-1.14, 2.75, 0.13)  0.254
H (-2.43, 1.54, 0.38)  0.284
H (-1.87, 1.24, 2.42)  0.239
H (-0.29, 1.97, 2.48)  0.259
H (0.75, -0.15, 1.67)  0.256
H (-0.72, -0.79, 2.44)  0.252

=====

Computed energies relative to the best structure, in hartree: version one 0.0000; version two 0.0193

=====

Version one
A gas-phase ion, C6H15N2 (charge +1), computed with the ωB97M-V functional and the def2-TZVPD basis.

Output
- Molar mass: 115.2 g/mol
- Kohn-Sham gap: 0.3174 Ha
- Highest occupied orbital energy: -11.897 eV
- Net charge: +1
- SMILES: C/C(=C\N)CCC[NH3+]

Each line ends with the natural charge from an NBO analysis.
Positions of all 23 atoms, in Å:
C (-0.54, -0.25, 2.03)  -0.644
C (0.23, -0.70, 0.80)  -0.081
C (-0.23, -1.62, -0.04)  -0.057
N (-1.57, -1.97, -0.28)  -0.841
C (1.61, -0.04, 0.57)  -0.421
C (1.52, 0.74, -0.74)  -0.414
C (0.32, 1.69, -0.74)  -0.227
N (-0.84, 1.00, -1.41)  -0.689
H (-0.11, -0.66, 2.94)  0.249
H (-1.59, -0.55, 1.96)  0.206
H (-0.48, 0.82, 2.14)  0.204
H (0.42, -2.10, -0.77)  0.201
H (-1.77, -2.93, -0.56)  0.399
H (-2.20, -1.77, 0.48)  0.377
H (2.39, -0.80, 0.60)  0.244
H (1.69, 0.63, 1.42)  0.216
H (1.50, 0.09, -1.62)  0.213
H (2.46, 1.25, -0.83)  0.243
H (0.05, 1.99, 0.25)  0.231
H (0.63, 2.52, -1.36)  0.237
H (-1.75, 1.28, -1.04)  0.441
H (-0.81, -0.02, -1.44)  0.478
H (-0.93, 1.39, -2.36)  0.437

=====

Version two
2 unconnected molecules or ions with the total composition C6H15N2, computed with the ωB97M-V functional and the def2-TZVPD basis.

Output
- Molar mass: 115.2 g/mol
- Kohn-Sham gap: 0.3858 Ha
- Highest occupied orbital energy: -15.002 eV
- Net charge: +1

Each line ends with the natural charge from an NBO analysis.
Positions of all 23 atoms, in Å:
C (-0.19, -2.66, 0.19)  0.128
C (-2.72, 0.44, -0.15)  -0.582
C (-0.46, 0.61, -1.47)  -0.591
C (2.95, -0.67, -0.70)  -0.857
C (-1.19, 0.78, -0.02)  -0.275
C (-0.65, -0.28, 0.86)  0.545
N (-0.27, -1.42, 0.45)  -0.367
N (-0.42, 0.21, 2.09)  -0.712
H (-1.13, -3.23, 0.07)  0.205
H (0.65, -3.16, -0.17)  0.218
H (-3.03, 0.72, -1.10)  0.234
H (-3.27, 0.95, 0.58)  0.226
H (-2.81, -0.62, -0.01)  0.202
H (-0.59, -0.43, -1.85)  0.209
H (-0.90, 1.42, -2.15)  0.243
H (0.58, 0.70, -1.30)  0.220
H (3.70, -1.39, -0.46)  0.228
H (2.20, -0.62, 0.04)  0.185
H (3.38, 0.28, -0.76)  0.227
H (-0.93, 1.83, 0.22)  0.250
H (-0.77, 1.10, 2.35)  0.431
H (2.66, -0.90, -1.70)  0.218
H (-0.03, -0.41, 2.77)  0.415

=====

Computed energies relative to the best structure, in hartree: version one 0.0000; version two 0.0397

=====

Version one
A gas-phase ion, C6H15N2 (charge +1), computed with the ωB97M-V functional and the def2-TZVPD basis.

Output
- Molar mass: 115.2 g/mol
- Kohn-Sham gap: 0.3077 Ha
- Highest occupied orbital energy: -11.576 eV
- Net charge: +1
- SMILES: CN/C=C/C[C@@H](C)[NH3+]

Each line ends with the natural charge from an NBO analysis.
Positions of all 23 atoms, in Å:
C (1.54, 3.37, 0.72)  -0.413
N (1.64, 1.94, 1.00)  -0.603
C (0.91, 1.09, 0.21)  0.000
C (1.22, -0.14, -0.18)  -0.326
C (0.38, -1.25, -0.87)  -0.456
C (-1.09, -1.11, -0.58)  -0.019
C (-2.03, -2.11, -1.18)  -0.646
N (-1.22, -1.22, 0.96)  -0.684
H (1.66, 3.58, -0.34)  0.195
H (0.63, 3.81, 1.11)  0.202
H (2.40, 3.82, 1.22)  0.223
H (2.49, 1.59, 1.38)  0.393
H (-0.05, 1.50, -0.12)  0.174
H (2.18, -0.58, 0.07)  0.211
H (0.62, -1.16, -1.93)  0.259
H (0.81, -2.19, -0.53)  0.224
H (-1.41, -0.09, -0.81)  0.221
H (-3.08, -1.98, -0.88)  0.229
H (-1.81, -3.13, -0.85)  0.225
H (-2.02, -2.07, -2.26)  0.262
H (-0.75, -0.41, 1.38)  0.459
H (-0.82, -2.08, 1.30)  0.435
H (-2.20, -1.18, 1.21)  0.435

=====

Version two
A gas-phase ion, C6H15N2 (charge +1), computed with the ωB97M-V functional and the def2-TZVPD basis.

Output
- Molar mass: 115.2 g/mol
- Kohn-Sham gap: 0.3309 Ha
- Highest occupied orbital energy: -12.507 eV
- Net charge: +1
- SMILES: [NH3+]CCN1CCCC1

Each line ends with the natural charge from an NBO analysis.
Positions of all 23 atoms, in Å:
N (0.50, 0.11, 2.45)  -0.674
C (0.38, -1.33, 1.97)  -0.216
C (0.59, -1.34, 0.45)  -0.235
N (0.06, -0.17, -0.17)  -0.493
C (0.94, 0.41, -1.19)  -0.214
C (0.04, 1.31, -2.06)  -0.408
C (-1.40, 0.97, -1.65)  -0.435
C (-1.34, -0.11, -0.59)  -0.217
H (1.12, 0.60, 1.79)  0.448
H (-0.38, 0.61, 2.42)  0.447
H (0.98, 0.26, 3.34)  0.441
H (-0.62, -1.61, 2.30)  0.223
H (1.12, -1.92, 2.51)  0.234
H (1.66, -1.46, 0.30)  0.221
H (0.15, -2.27, 0.11)  0.219
H (1.56, -0.28, -1.76)  0.191
H (1.70, 1.05, -0.74)  0.181
H (0.27, 2.36, -1.90)  0.221
H (0.31, 1.04, -3.09)  0.227
H (-1.95, 0.77, -2.53)  0.237
H (-1.97, 1.86, -1.38)  0.225
H (-1.81, -1.06, -0.87)  0.200
H (-1.91, 0.22, 0.29)  0.176

=====

Computed energies relative to the best structure, in hartree: version one 0.0000; version two 0.0041